(1)
ORCA calculation (the ωB97M-V functional and the def2-TZVPD basis) on C21H22BrIrN2O6S2 as an isolated structure at a distorted geometry.

```
55
Properties=species:S:1:pos:R:3:lowdin_spin:R:1
Ir -0.700 -0.740 -0.714 0.6604
O -0.058 0.501 -2.059 0.0914
N 0.238 -0.010 -3.284 0.0046
C 0.870 0.835 -4.136 -0.0003
C 1.192 0.411 -5.388 0.0005
C 0.862 -0.899 -5.769 0.0036
C 0.226 -1.730 -4.884 -0.0021
C -0.094 -1.271 -3.600 0.0038
S -0.885 -2.225 -2.414 0.0131
H 1.077 1.813 -3.730 -0.0003
H 1.700 1.086 -6.059 0.0000
H 1.116 -1.258 -6.757 0.0002
H -0.032 -2.747 -5.140 -0.0003
C 2.579 1.694 5.009 0.0000
C 2.488 0.913 3.724 0.0002
C 2.398 -0.470 3.734 0.0001
C 2.283 -1.205 2.557 -0.0005
C 2.192 -2.710 2.587 0.0003
C 2.225 -0.513 1.357 -0.0009
C 2.374 0.869 1.305 0.0002
C 2.391 1.593 -0.019 0.0006
C 2.483 1.569 2.500 0.0000
C 2.202 -1.301 0.074 0.0038
O 3.203 -1.813 -0.324 0.0385
O 1.096 -1.448 -0.702 0.1085
H 2.859 1.057 5.846 0.0000
H 1.613 2.146 5.245 0.0000
H 3.301 2.506 4.927 0.0000
H 2.412 -0.995 4.683 0.0000
H 2.162 -3.075 3.612 0.0000
H 3.048 -3.156 2.080 0.0000
H 1.292 -3.061 2.078 0.0003
H 3.005 1.063 -0.749 -0.0001
H 2.789 2.600 0.096 0.0001
H 1.383 1.678 -0.434 0.0003
H 2.582 2.649 2.478 0.0000
C -2.977 -0.591 2.278 0.0011
S -1.261 -0.844 1.966 0.0029
O -1.185 -1.914 0.865 0.0489
O -0.662 -1.186 3.197 0.0004
O -0.700 0.337 1.233 0.0007
H -3.320 -1.469 2.821 0.0000
H -3.529 -0.484 1.349 0.0000
H -3.070 0.297 2.901 0.0002
Br -4.310 3.612 0.345 -0.0011
C -4.006 2.036 -0.622 -0.0009
C -4.907 1.592 -1.578 0.0105
C -4.612 0.419 -2.252 -0.0012
C -3.454 -0.267 -1.954 0.0083
N -2.589 0.160 -1.017 -0.0038
C -2.860 1.310 -0.369 0.0061
H -5.809 2.150 -1.787 0.0005
H -5.277 0.028 -3.009 -0.0003
H -3.203 -1.188 -2.458 0.0013
H -2.139 1.643 0.361 0.0002
```

Total charge: +1
HOMO level (spin up / spin down), eV: -10.7 / -10.7
Energy above the lowest of the compared OMol25 structures with the same formula, charge and spin, kJ/mol: 41.34
Strongest force on any atom, Eh/bohr: 0.0199
Multiplicity: 2



(2)
ORCA calculation (the ωB97M-V functional and the def2-TZVPD basis) on C28H40BFN7O3PtS3 as an isolated structure.

```
84
Properties=species:S:1:pos:R:3:lowdin_charge:R:1
Pt 1.081 0.784 1.766 0.4711
C 4.871 5.286 -1.151 -0.0677
C 3.887 4.691 -0.144 -0.5536
C 4.685 4.203 1.068 -0.0457
C 2.885 5.782 0.235 -0.0510
N 3.177 3.544 -0.778 -0.0057
C 3.427 3.105 -2.070 -0.0557
C 2.657 2.023 -2.264 -0.0752
N 1.922 1.764 -1.123 0.0389
B 0.991 0.433 -1.248 -0.5859
N 1.051 -0.835 -0.404 -0.0121
C 0.725 -1.991 -1.144 -0.1315
C 1.453 -3.026 -0.725 -0.1026
N 2.314 -2.617 0.303 -0.0144
C 1.886 -1.295 0.743 -0.9198
S 3.183 -0.004 1.073 0.5798
C 3.108 -3.595 1.052 -0.5718
C 2.215 -4.508 1.902 -0.0483
C 3.890 -4.445 0.040 -0.0541
C 4.111 -2.913 1.978 -0.0858
N -0.558 0.844 -1.354 0.0608
C -1.199 0.662 -2.558 -0.0678
C -2.511 0.884 -2.384 -0.0696
N -2.701 1.205 -1.044 -0.0008
C -1.474 1.182 -0.422 -0.6064
S -1.192 1.571 1.233 0.6026
C -4.084 1.569 -0.606 -0.5374
C -4.492 2.831 -1.372 -0.0353
C -4.240 1.860 0.883 -0.0893
C -5.006 0.397 -0.958 -0.0250
C 2.250 2.717 -0.215 -0.6486
S 1.610 2.958 1.384 0.5300
H 5.365 6.132 -0.674 0.0847
H 4.365 5.653 -2.045 0.0831
H 5.638 4.567 -1.441 0.0865
H 5.317 5.016 1.431 0.0829
H 5.315 3.358 0.784 0.0944
H 4.029 3.877 1.870 0.0394
H 3.424 6.632 0.660 0.0846
H 2.165 5.426 0.967 0.0280
H 2.341 6.116 -0.651 0.0894
H 4.127 3.575 -2.731 0.1001
H 2.578 1.399 -3.132 0.1048
H 1.262 0.109 -2.389 0.0955
H 0.000 -1.974 -1.943 0.0999
H 1.435 -4.041 -1.087 0.1032
H 1.436 -4.963 1.289 0.0658
H 1.724 -3.922 2.679 0.0722
H 2.812 -5.300 2.364 0.0769
H 3.246 -5.156 -0.481 0.0663
H 4.667 -5.013 0.557 0.0753
H 4.364 -3.799 -0.701 0.0868
H 3.607 -2.249 2.678 0.0588
H 4.833 -2.320 1.418 0.0597
H 4.640 -3.689 2.539 0.0782
H -0.654 0.379 -3.440 0.1142
H -3.319 0.836 -3.089 0.1072
H -3.844 3.663 -1.091 0.0938
H -5.522 3.093 -1.124 0.0852
H -4.423 2.693 -2.451 0.0726
H -3.600 2.672 1.212 0.0461
H -4.013 0.990 1.495 0.0524
H -5.285 2.139 1.042 0.0867
H -5.105 0.255 -2.035 0.0759
H -6.001 0.587 -0.553 0.0903
H -4.628 -0.528 -0.522 0.0707
F -6.853 -4.783 -0.034 0.0359
C -5.762 -4.039 0.275 -0.2890
C -4.544 -4.385 -0.274 -0.0045
C -3.430 -3.623 0.049 -0.0181
C -3.535 -2.521 0.894 -0.1994
C -2.355 -1.628 1.195 -0.1739
C -4.783 -2.209 1.425 -0.0454
C -5.909 -2.965 1.126 -0.0135
H -4.476 -5.236 -0.939 0.1148
H -2.458 -3.886 -0.348 0.1128
H -1.612 -1.673 0.395 0.1140
H -2.684 -0.601 1.316 0.0538
H -4.877 -1.352 2.083 0.1191
H -6.880 -2.732 1.541 0.1138
O -0.801 -3.560 1.433 0.0077
N -0.730 -2.897 2.395 -0.0074
O -1.698 -1.891 2.443 -0.0850
O 1.170 -1.297 1.924 -0.3695
```

Total charge: -1
HOMO level, eV: -3.2
Energy above the lowest of the compared OMol25 structures with the same formula, charge and spin, kJ/mol: 141.31
Strongest force on any atom, Eh/bohr: 0.0180



(3)
ORCA calculation (the ωB97M-V functional and the def2-TZVPD basis) on a single C4H6Cl2O molecule at a distorted geometry.

```
13
Properties=species:S:1:pos:R:3:lowdin_charge:R:1
C 1.098 0.762 -0.672 -0.1079
C -0.137 0.480 0.076 -0.4024
C -0.018 -0.380 1.369 -0.0659
O -1.192 -1.158 0.924 -0.1417
C -1.111 -0.638 -0.398 -1.1938
Cl -0.365 -1.832 -1.519 0.6378
Cl -2.616 -0.033 -1.070 0.6625
H 1.777 -0.127 -0.477 0.0880
H 1.731 1.455 -0.125 0.0820
H 0.802 1.006 -1.733 0.1123
H -0.646 1.453 0.177 0.1367
H 0.845 -0.921 1.119 0.0924
H -0.168 -0.066 2.330 0.1000
```

Total charge: 0
HOMO level, eV: -10.7
SMILES: C[C@@H]1COC1(Cl)Cl
Energy above the lowest of the compared OMol25 structures with the same formula, charge and spin, kJ/mol: 118.96
Strongest force on any atom, Eh/bohr: 0.0855



(4)
ORCA calculation (the ωB97M-V functional and the def2-TZVPD basis) on a 2-piece molecular cluster, C2H2BrF2I overall at a distorted geometry.

```
8
Properties=species:S:1:pos:R:3:lowdin_charge:R:1
C -1.701 -0.859 0.112 -0.5044
C 1.109 0.934 -0.012 -0.8467
F 1.034 1.428 -1.284 -0.0402
F 1.286 1.990 0.749 -0.0105
Br -0.477 -2.183 -0.129 0.6102
I 2.593 -0.464 0.260 0.8932
H -2.440 -0.600 -0.555 -0.0281
H -1.404 -0.248 0.859 -0.0735
```

Total charge: 0
HOMO level (spin up / spin down), eV: -8.4 / -9.2
Energy above the lowest of the compared OMol25 structures with the same formula, charge and spin, kJ/mol: 372.28
Strongest force on any atom, Eh/bohr: 0.0590



(5)
ORCA calculation (the ωB97M-V functional and the def2-TZVPD basis) on a single C3H4FNS2 molecule at a distorted geometry.

```
11
Properties=species:S:1:pos:R:3:lowdin_charge:R:1
F 0.058 0.667 -1.749 -0.0650
C 1.136 0.761 -0.879 -0.2225
C 0.533 0.926 0.516 -0.7104
S 1.178 1.895 1.666 0.7554
C -0.523 -0.077 0.819 -0.3495
N -0.882 -0.923 -0.044 -0.3308
S -1.943 -2.142 0.548 0.7950
H 1.650 1.683 -1.133 0.1029
H 1.820 -0.078 -0.970 0.1247
H -0.893 -0.088 1.840 0.0878
H -2.134 -2.624 -0.616 -0.1877
```

Total charge: 0
HOMO level, eV: -9.3
SMILES: FCC(=S)/C=N/S
Energy above the lowest of the compared OMol25 structures with the same formula, charge and spin, kJ/mol: 108.06
Strongest force on any atom, Eh/bohr: 0.0396



(6)
ORCA calculation (the ωB97M-V functional and the def2-TZVPD basis) on C48H44BiN7O5 as an isolated structure at a distorted geometry.

```
105
Properties=species:S:1:pos:R:3:lowdin_charge:R:1
Bi -0.254 -0.948 -0.521 1.9366
C 3.779 -3.436 -0.869 -0.0117
C 2.488 -2.790 -1.268 -0.2682
N 1.582 -2.586 -0.370 -0.1024
N 1.765 -3.011 0.875 0.0489
C 0.634 -3.247 1.519 -0.4909
O -0.481 -3.267 0.935 -0.1300
C 0.699 -3.484 2.977 -0.1390
C 1.815 -3.148 3.736 -0.0361
C 1.753 -3.210 5.116 -0.0821
C 0.589 -3.622 5.745 -0.0875
C -0.508 -4.007 4.992 -0.0793
C -0.454 -3.935 3.615 -0.0221
C 2.107 -2.607 -2.656 -0.2387
C 3.004 -2.664 -3.728 -0.0083
C 2.503 -2.733 -5.013 -0.0626
C 1.131 -2.751 -5.212 -0.0595
C 0.320 -2.620 -4.093 -0.1487
N 0.789 -2.543 -2.870 0.0770
H 4.065 -3.032 0.101 0.0760
H 3.618 -4.505 -0.736 0.0946
H 4.565 -3.280 -1.599 0.0643
H 2.708 -2.816 3.230 0.1058
H 2.610 -2.918 5.707 0.1031
H 0.536 -3.635 6.823 0.0987
H -1.410 -4.349 5.479 0.1007
H -1.303 -4.226 3.012 0.1152
H 4.068 -2.657 -3.566 0.1076
H 3.174 -2.796 -5.856 0.1129
H 0.702 -2.860 -6.197 0.1078
H -0.760 -2.594 -4.166 0.1180
C -1.317 0.142 -4.815 -0.0780
O -0.465 0.300 -3.699 -0.1134
C 0.870 0.415 -3.898 -0.2387
C 1.476 0.403 -5.147 -0.0317
C 2.849 0.517 -5.277 -0.0928
C 3.648 0.650 -4.158 -0.0948
C 3.057 0.701 -2.908 -0.0258
C 1.680 0.585 -2.757 -0.2058
N 1.076 0.709 -1.495 -0.1030
N 1.480 1.730 -0.839 0.1068
C 0.937 2.197 0.276 -0.1944
C -0.451 2.034 0.610 -0.3528
O -1.235 1.249 -0.003 -0.1753
C -0.979 2.911 1.616 0.0004
C -0.199 3.751 2.336 -0.0029
C 1.191 3.893 2.064 -0.1650
C 2.019 4.779 2.771 -0.0357
C 3.348 4.908 2.450 -0.0909
C 3.898 4.137 1.423 -0.0772
C 3.114 3.244 0.737 -0.0261
C 1.748 3.124 1.020 -0.0964
H -1.422 1.083 -5.366 0.1050
H -0.963 -0.635 -5.498 0.0785
H -2.278 -0.163 -4.404 0.0788
H 0.876 0.325 -6.037 0.1074
H 3.288 0.506 -6.263 0.1065
H 4.719 0.738 -4.256 0.1025
H 3.659 0.828 -2.020 0.1073
H -2.034 2.804 1.824 0.1166
H -0.631 4.333 3.139 0.1204
H 1.593 5.369 3.569 0.1084
H 3.977 5.603 2.987 0.0980
H 4.944 4.247 1.171 0.1014
H 3.527 2.632 -0.049 0.0990
N -2.158 -1.334 1.275 0.0343
C -2.242 -0.391 2.291 -0.2590
C -3.515 0.045 2.666 -0.0405
C -3.709 0.958 3.681 -0.0916
C -2.603 1.487 4.322 -0.0949
C -1.339 1.097 3.927 -0.0626
C -1.108 0.142 2.929 -0.1219
C 0.313 -0.144 2.630 -0.1751
C 1.193 -0.052 3.719 -0.0512
C 2.562 -0.036 3.569 -0.0821
C 3.101 -0.115 2.298 -0.0750
C 2.250 -0.315 1.230 -0.1581
C 0.864 -0.363 1.361 -0.2641
H -3.059 -1.591 0.888 0.1013
H -1.595 -2.174 1.452 0.0298
H -4.369 -0.374 2.151 0.1077
H -4.709 1.257 3.961 0.1010
H -2.719 2.207 5.119 0.1014
H -0.495 1.582 4.389 0.1108
H 0.787 -0.011 4.718 0.1143
H 3.201 0.050 4.436 0.1076
H 4.170 -0.061 2.142 0.1065
H 2.686 -0.420 0.246 0.0835
O -5.292 -0.963 -1.224 0.1024
C -4.178 -0.354 -1.629 -0.5113
O -3.350 -0.887 -2.315 0.0740
C -4.073 1.077 -1.089 -0.2503
N -5.422 1.513 -0.704 -0.0336
C -5.927 2.403 -1.767 -0.1802
C -4.897 2.333 -2.902 -0.1558
C -3.595 2.059 -2.156 -0.1201
H -3.377 1.033 -0.246 0.1232
H -5.412 1.996 0.184 0.1189
H -5.847 -0.259 -0.802 0.0996
H -6.023 3.434 -1.407 0.1153
H -6.918 2.061 -2.086 0.1105
H -4.883 3.246 -3.493 0.1102
H -5.120 1.492 -3.561 0.1145
H -3.220 2.963 -1.675 0.1240
H -2.803 1.639 -2.769 0.1003
```

Total charge: 0
HOMO level, eV: -7.2
Energy above the lowest of the compared OMol25 structures with the same formula, charge and spin, kJ/mol: 123.62
Strongest force on any atom, Eh/bohr: 0.0321